DFT (the ωB97M-V functional and the def2-TZVPD basis) results for a molecular structure, C44H48AsCsF6N4O3PS2 in a non-equilibrium geometry.

CARTESIAN COORDINATES (ANGSTROEM)
Cs: -0.195 -0.022 -0.969
C: -6.464 -2.255 -1.877
C: -6.143 -1.406 -0.644
C: -5.668 -0.007 -1.058
C: -5.253 -2.119 0.366
C: -5.873 -2.728 1.457
C: -5.145 -3.299 2.485
C: -3.757 -3.231 2.452
C: -3.098 -2.646 1.384
C: -1.589 -2.545 1.327
C: -0.980 -3.796 0.685
C: -0.941 -2.253 2.674
C: -3.851 -2.140 0.305
N: -3.165 -1.564 -0.770
C: -3.066 -2.178 -1.888
C: -2.445 -1.667 -3.082
C: -2.445 -2.337 -4.312
C: -1.736 -1.522 -5.200
C: -1.331 -0.406 -4.445
N: -1.765 -0.476 -3.177
C: -0.525 0.792 -4.928
C: -1.460 2.001 -5.072
C: 0.124 0.491 -6.278
C: 0.581 1.151 -3.922
H: -7.217 -1.759 -2.495
H: -6.844 -3.239 -1.592
H: -5.575 -2.398 -2.492
H: -7.089 -1.261 -0.109
H: -4.900 -0.038 -1.828
H: -5.250 0.539 -0.212
H: -6.520 0.557 -1.451
H: -6.959 -2.718 1.506
H: -5.652 -3.756 3.327
H: -3.181 -3.628 3.279
H: -1.378 -1.711 0.659
H: -1.161 -4.671 1.319
H: 0.098 -3.685 0.548
H: -1.412 -3.994 -0.297
H: -1.061 -3.091 3.369
H: -1.356 -1.350 3.122
H: 0.131 -2.099 2.531
H: -3.477 -3.191 -2.018
H: -2.892 -3.302 -4.511
H: -1.508 -1.730 -6.235
H: -2.252 1.787 -5.793
H: -0.909 2.888 -5.407
H: -1.932 2.224 -4.114
H: -0.632 0.317 -7.048
H: 0.757 -0.396 -6.214
H: 0.740 1.339 -6.594
H: 0.145 1.335 -2.941
H: 1.106 2.057 -4.245
H: 1.302 0.333 -3.825
O: 1.594 2.039 -0.712
N: 2.504 2.513 -1.430
C: 3.624 1.731 -1.666
C: 4.642 2.191 -2.422
C: 4.585 3.490 -2.988
C: 3.486 4.253 -2.782
C: 2.368 3.795 -2.016
S: 0.967 4.649 -1.826
H: 3.580 0.755 -1.206
H: 5.487 1.537 -2.588
H: 5.404 3.861 -3.588
H: 3.390 5.242 -3.207
F: 1.349 -1.553 -1.930
P: 2.154 -2.905 -2.476
F: 2.456 -3.296 -0.933
F: 3.531 -2.017 -2.485
F: 0.779 -3.720 -2.427
F: 1.866 -2.440 -3.988
F: 2.965 -4.196 -2.988
O: 0.235 0.510 1.359
As: 1.146 1.350 2.712
C: 2.794 0.246 2.258
C: 3.844 0.242 3.179
C: 5.035 -0.423 2.926
C: 5.207 -1.119 1.736
C: 4.177 -1.140 0.809
C: 2.993 -0.456 1.070
C: 2.143 3.054 2.685
C: 1.833 3.972 1.686
C: 2.487 5.193 1.626
C: 3.429 5.533 2.590
C: 3.710 4.641 3.613
C: 3.075 3.403 3.655
C: 1.059 0.752 4.578
C: 0.566 1.643 5.528
C: 0.403 1.240 6.844
C: 0.689 -0.071 7.212
C: 1.147 -0.970 6.262
C: 1.343 -0.554 4.948
H: 3.733 0.747 4.131
H: 5.826 -0.407 3.667
H: 6.130 -1.651 1.539
H: 4.266 -1.696 -0.117
H: 2.223 -0.493 0.317
H: 1.056 3.739 0.969
H: 2.240 5.890 0.833
H: 3.927 6.495 2.552
H: 4.425 4.905 4.385
H: 3.306 2.725 4.466
H: 0.277 2.640 5.217
H: 0.026 1.941 7.579
H: 0.539 -0.392 8.236
H: 1.350 -1.998 6.534
H: 1.714 -1.258 4.214
O: -2.340 0.759 1.825
S: -1.185 1.612 1.517
N: -0.492 2.266 2.764

Total charge: -2
HOMO-LUMO gap (alpha / beta) (eV): 5.5 / 3.5
Spin multiplicity: 2
DFT total energy (a.u.): -6143.20144
LUMO energy (alpha / beta) (eV): 3.49 / 1.48
<S²>: 0.822

These are the Löwdin partial charges, in e, on atoms 1 to 99: 1.616, -0.068, -0.370, -0.064, -0.137, -0.069, -0.108, -0.044, -0.127, -0.385, -0.039, -0.074, -0.167, 0.085, -0.136, -0.354, -0.080, -0.072, -0.319, -0.051, -0.539, -0.052, -0.068, -0.104, 0.070, 0.073, 0.060, 0.114, 0.068, 0.085, 0.069, 0.098, 0.084, 0.100, 0.023, 0.078, 0.073, 0.075, 0.071, 0.078, 0.066, 0.130, 0.083, 0.076, 0.080, 0.073, 0.082, 0.074, 0.085, 0.075, -0.044, 0.079, 0.082, -0.202, -0.179, 0.016, -0.033, -0.074, -0.108, -0.697, 0.785, 0.120, 0.115, 0.103, 0.097, -0.507, 0.162, -0.165, -0.189, -0.137, -0.149, -0.156, -0.949, 1.114, -0.238, -0.128, -0.099, -0.099, -0.079, -0.099, -0.256, -0.110, -0.093, -0.112, -0.104, -0.104, -0.280, -0.101, -0.098, -0.112, -0.091, -0.103, 0.082, 0.091, 0.093, 0.090, 0.038, 0.064, 0.085